Here is the molecule C24H21F2N5OS from OMol25. Energies are from ωB97M-V/def2-TZVPD.

Positions of all 54 atoms, in Å:
C (0.4873, -3.5618, 0.0443)
C (0.6529, -2.2025, -0.5578)
C (1.8890, -1.6702, -0.8166)
C (3.1811, -2.2480, -0.4342)
O (3.4115, -3.4397, -0.4285)
N (4.1857, -1.3589, -0.1243)
C (4.1116, -0.0105, 0.1999)
C (5.1334, 0.8569, -0.1995)
F (6.1573, 0.3294, -0.9023)
C (5.1416, 2.2026, 0.1004)
C (4.0961, 2.7340, 0.8357)
C (3.0782, 1.9104, 1.2823)
C (3.1020, 0.5635, 0.9772)
F (2.1184, -0.2185, 1.4755)
S (1.8330, -0.2331, -1.8214)
C (0.1165, -0.3748, -1.9347)
N (-0.5985, 0.3632, -2.7693)
C (-1.8790, 0.0606, -2.7805)
N (-2.5024, -0.6876, -1.8981)
C (-1.8057, -1.3016, -0.9379)
N (-2.5153, -1.7636, 0.1271)
C (-3.8902, -1.3120, 0.2580)
C (-3.9428, -0.1371, 1.2743)
N (-2.6365, 0.4604, 1.4320)
C (-2.1447, 1.3760, 0.5049)
C (-0.8175, 1.8188, 0.5530)
C (-0.3360, 2.7508, -0.3449)
C (-1.1625, 3.2991, -1.3080)
C (-2.4842, 2.8963, -1.3506)
C (-2.9689, 1.9505, -0.4686)
C (-1.7659, -0.4900, 2.0860)
C (-1.9102, -1.8951, 1.4341)
C (-0.3900, -1.3857, -1.0854)
H (-0.5331, -3.9182, -0.0723)
H (1.1614, -4.2463, -0.4679)
H (0.7727, -3.5779, 1.0965)
H (5.1175, -1.7565, -0.1577)
H (5.9576, 2.8147, -0.2475)
H (4.0804, 3.7855, 1.0712)
H (2.2690, 2.2962, 1.8814)
H (-2.4874, 0.5166, -3.5481)
H (-4.2302, -0.9982, -0.7275)
H (-4.4996, -2.1499, 0.6081)
H (-4.2379, -0.5102, 2.2607)
H (-4.6766, 0.6072, 0.9737)
H (-0.1355, 1.4386, 1.2969)
H (0.7025, 3.0460, -0.2900)
H (-0.7824, 4.0213, -2.0128)
H (-3.1521, 3.3104, -2.0918)
H (-3.9997, 1.6526, -0.5671)
H (-2.0384, -0.5458, 3.1467)
H (-0.7294, -0.1728, 2.0214)
H (-0.9359, -2.3596, 1.3754)
H (-2.5679, -2.5352, 2.0284)

For the lowest unoccupied orbital energy, the calculation gives 0.17 eV. The value obtained for the highest occupied orbital energy is -7.72 eV. As for the SMILES: Cc1c(C(=O)Nc2c(F)cccc2F)sc2ncnc(N3CCN(c4ccccc4)CC3)c12. The HOMO-LUMO gap comes out at 7.90 eV.

natural (NBO) population analysis, charges in e, atoms 1 to 8: atom 1 (C): -0.662, atom 2 (C): 0.054, atom 3 (C): -0.315, atom 4 (C): 0.658, atom 5 (O): -0.585, atom 6 (N): -0.615, atom 7 (C): -0.008, atom 8 (C): 0.451


Here is a structure of composition C24H21IN7S4V from OMol25. Energies are from ωB97M-V/def2-TZVPD.

Positions of all 58 atoms, in Å:
V (0.9944, -0.7081, 0.0625)
S (1.8928, 1.1692, -1.0154)
C (0.4937, 2.1904, -0.8875)
N (0.5820, 3.4844, -1.2169)
N (-0.3226, 4.3165, -0.8438)
C (-1.1996, 4.3913, 0.3046)
C (-0.9881, 3.6934, 1.4822)
C (-1.8243, 3.9334, 2.5584)
C (-2.8673, 4.8511, 2.4624)
C (-3.0561, 5.5501, 1.2813)
C (-2.2125, 5.3263, 0.2027)
N (-0.7105, 1.6618, -0.6236)
N (-0.6504, 0.3726, -0.4359)
C (-2.0399, -0.1355, -0.5343)
C (-2.4435, -0.8382, -1.6500)
C (-3.7515, -1.2995, -1.7209)
C (-4.6426, -1.0429, -0.6834)
C (-4.2234, -0.3147, 0.4219)
C (-2.9131, 0.1411, 0.4985)
H (-0.2697, 5.1747, -1.3759)
H (-0.1690, 2.9951, 1.5905)
H (-1.6524, 3.3987, 3.4853)
H (-3.5176, 5.0283, 3.3098)
H (-3.8550, 6.2750, 1.1928)
H (-2.3512, 5.8766, -0.7228)
H (-1.7491, -1.0064, -2.4639)
H (-4.0767, -1.8536, -2.5927)
H (-5.6629, -1.4005, -0.7428)
H (-4.9163, -0.0934, 1.2248)
H (-2.5652, 0.7082, 1.3557)
S (1.8382, -1.3238, 4.5228)
C (1.5053, -1.3189, 2.9461)
S (0.7132, 0.0584, 2.1490)
S (1.7552, -2.5352, 1.7659)
I (-0.3602, -5.1288, -3.5740)
C (-0.7540, -4.1672, -1.7935)
C (-1.7349, -4.6080, -0.9219)
C (-1.9638, -3.8870, 0.2405)
C (-1.2151, -2.7648, 0.5070)
N (-0.2566, -2.3429, -0.3353)
C (-0.0408, -3.0353, -1.4666)
H (-2.3105, -5.4986, -1.1439)
H (-2.7197, -4.1969, 0.9496)
H (-1.3632, -2.1814, 1.4025)
H (0.7201, -2.6616, -2.1391)
N (7.1524, -1.5058, -0.9165)
C (5.8324, -1.3414, -0.6683)
C (4.8589, -1.8734, -1.5239)
C (3.5382, -1.6654, -1.2355)
N (3.0881, -0.9738, -0.1651)
C (4.0319, -0.4569, 0.6528)
C (5.3726, -0.6230, 0.4471)
H (7.4699, -2.0336, -1.7084)
H (7.8459, -1.1664, -0.2757)
H (5.1338, -2.4446, -2.4023)
H (2.7881, -2.0798, -1.8963)
H (3.6718, 0.1053, 1.5028)
H (6.0704, -0.1946, 1.1566)

For the lowest unoccupied orbital energy (alpha / beta), the calculation gives -4.53 / -4.20 eV. The total charge is +1. The value obtained for the highest occupied orbital energy (alpha / beta) is -10.46 / -10.44 eV. The HOMO-LUMO gap (alpha / beta) comes out at 5.92 / 6.25 eV. The multiplicity is 2.

natural (NBO) population analysis, charges in e, atoms 1 to 8: atom 1 (V): 0.860, atom 2 (S): 0.023, atom 3 (C): 0.060, atom 4 (N): -0.088, atom 5 (N): -0.244, atom 6 (C): 0.088, atom 7 (C): -0.179, atom 8 (C): -0.203


Here is a structure of composition C24H21N2SeTeTi from OMol25. Energies are from ωB97M-V/def2-TZVPD.

Positions of all 50 atoms, in Å:
Ti (-0.4325, -0.8481, -0.9444)
C (-0.8296, 0.6739, 1.9263)
N (-1.3074, -0.2534, 0.9011)
C (-2.3015, -1.0367, 1.1718)
C (-2.8092, -1.8788, 0.1470)
C (-3.8037, -2.8482, 0.1441)
C (-3.8458, -3.3651, -1.1575)
C (-2.8630, -2.6942, -1.8822)
N (-2.2356, -1.7850, -1.1109)
C (0.6701, 0.6478, 2.0627)
C (1.4659, 1.3606, 1.1700)
C (2.8468, 1.3323, 1.2823)
C (3.4450, 0.6077, 2.3035)
C (2.6598, -0.1044, 3.1987)
C (1.2772, -0.0888, 3.0722)
H (-1.2963, 0.4333, 2.8862)
H (-1.1540, 1.6791, 1.6411)
H (-2.7473, -1.1057, 2.1640)
H (-4.4078, -3.1336, 0.9915)
H (-4.4988, -4.1335, -1.5368)
H (-2.5912, -2.8311, -2.9178)
H (0.9982, 1.9400, 0.3823)
H (3.4575, 1.8737, 0.5711)
H (4.5236, 0.5935, 2.3939)
H (3.1191, -0.6746, 3.9959)
H (0.6658, -0.6503, 3.7695)
Te (-0.0262, 1.2121, -2.6069)
C (-1.6870, 2.0240, -1.5412)
C (-2.9579, 1.4631, -1.6552)
C (-4.0107, 1.9485, -0.8904)
C (-3.8109, 3.0047, -0.0132)
C (-2.5508, 3.5781, 0.0934)
C (-1.4934, 3.0875, -0.6607)
H (-3.1307, 0.6411, -2.3357)
H (-4.9901, 1.4963, -0.9861)
H (-4.6321, 3.3874, 0.5789)
H (-2.3868, 4.4097, 0.7674)
H (-0.5096, 3.5308, -0.5643)
Se (0.9864, -2.8302, -0.7758)
C (2.5773, -1.8041, -1.1352)
C (3.6044, -1.7449, -0.1985)
C (4.7604, -1.0334, -0.4792)
C (4.8935, -0.3536, -1.6823)
C (3.8721, -0.4082, -2.6186)
C (2.7245, -1.1449, -2.3557)
H (3.4880, -2.2536, 0.7494)
H (5.5585, -1.0017, 0.2522)
H (5.7940, 0.2082, -1.8942)
H (3.9701, 0.1091, -3.5644)
H (1.9517, -1.2364, -3.1093)

For the lowest unoccupied orbital energy (alpha / beta), the calculation gives -0.36 / -0.24 eV. The value obtained for the energy above the lowest of the compared OMol25 structures with the same formula, charge and spin is 1.2 kcal per mole. The value obtained for the highest occupied orbital energy (alpha / beta) is -7.88 / -7.92 eV. The HOMO-LUMO gap (alpha / beta) comes out at 7.52 / 7.68 eV. The multiplicity is 2.

natural (NBO) population analysis, charges in e, atoms 1 to 8: atom 1 (Ti): 1.208, atom 2 (C): -0.263, atom 3 (N): -0.615, atom 4 (C): 0.194, atom 5 (C): -0.043, atom 6 (C): -0.205, atom 7 (C): -0.316, atom 8 (C): 0.005


Here is a structure of composition C24H21N3O2RuS from OMol25. Energies are from ωB97M-V/def2-TZVPD.

Positions of all 52 atoms, in Å:
Ru (0.5598, 1.1640, -0.5802)
N (0.3804, 2.5242, -2.1197)
C (-0.2797, 2.1600, -3.3547)
C (0.0886, 2.7481, -4.5559)
C (-0.6934, 2.5540, -5.6922)
C (-1.8172, 1.7411, -5.6286)
C (-2.1132, 1.0470, -4.4827)
C (-1.3846, 1.2476, -3.2965)
C (-1.7812, 0.4612, -2.0982)
C (-3.0695, -0.0920, -2.0533)
C (-3.4399, -1.0770, -1.1809)
C (-2.4767, -1.5999, -0.3087)
C (-1.2214, -1.0308, -0.2643)
C (-0.8868, 0.0586, -1.0981)
H (1.3433, 2.8695, -2.3214)
H (-0.1058, 3.2816, -1.6300)
H (0.9846, 3.3624, -4.5875)
H (-0.4353, 3.0069, -6.6402)
H (-2.4555, 1.6655, -6.5002)
H (-2.8904, 0.2915, -4.5243)
H (-3.8256, 0.2566, -2.7381)
H (-4.4507, -1.5018, -1.2021)
H (-2.7112, -2.4282, 0.3476)
H (-0.4657, -1.4104, 0.4353)
C (-0.1777, -6.0779, 2.7291)
C (0.1817, -4.6244, 2.6582)
C (-0.8654, -3.6669, 2.6681)
C (-0.5620, -2.3217, 2.6878)
C (0.7694, -1.9160, 2.5967)
C (1.8133, -2.8578, 2.5526)
C (1.5175, -4.2029, 2.5838)
S (1.2073, -0.2182, 2.9915)
O (0.0893, 0.2931, 3.7190)
O (2.5335, -0.2422, 3.5424)
N (1.2793, 0.6996, 1.5407)
C (1.7861, 1.9596, 1.6557)
C (2.2706, 2.6698, 2.8211)
C (2.7041, 3.9812, 2.6664)
C (2.6753, 4.5952, 1.3842)
C (2.2974, 3.8418, 0.2946)
N (1.8538, 2.5659, 0.4074)
H (-0.6300, -6.4227, 1.7751)
H (-0.9051, -6.2085, 3.5368)
H (0.6969, -6.7196, 2.9338)
H (-1.8963, -4.0059, 2.6639)
H (-1.3531, -1.5591, 2.7313)
H (2.8407, -2.5054, 2.5560)
H (2.2941, -4.9477, 2.5983)
H (2.2680, 2.1560, 3.7553)
H (3.0985, 4.5411, 3.5002)
H (2.9436, 5.6530, 1.2489)
H (2.4162, 4.2410, -0.7240)

For the lowest unoccupied orbital energy (alpha / beta), the calculation gives -6.65 / -9.60 eV. The total charge is +2. The value obtained for the highest occupied orbital energy (alpha / beta) is -14.42 / -14.41 eV. The HOMO-LUMO gap (alpha / beta) comes out at 7.76 / 4.81 eV. The multiplicity is 5.

natural (NBO) population analysis, charges in e, atoms 1 to 8: atom 1 (Ru): 1.220, atom 2 (N): -0.800, atom 3 (C): 0.187, atom 4 (C): -0.238, atom 5 (C): -0.150, atom 6 (C): -0.172, atom 7 (C): -0.147, atom 8 (C): -0.134